ORCA calculation (ωB97M-V with the def2-TZVPD basis set) on a 11-piece molecular cluster, H22O11 overall at a distorted geometry.

Geometry as XYZ:
```
33
Properties=species:S:1:pos:R:3:forces:R:3
H 3.473905 0.862724 0.177113 -0.39 0.02 0.08
H 2.535102 -1.454633 -1.065884 -0.24 0.38 -1.05
H -2.505166 0.247261 -1.500487 -0.09 0.01 0.22
H 2.120438 -3.848892 2.045255 -0.54 0.72 -0.01
H 1.733433 -2.593736 1.277790 0.44 0.67 -0.96
O -1.940622 -0.344442 -1.994714 -0.26 -1.36 -0.57
H 1.279237 -0.049923 1.649493 -0.39 -0.24 -0.29
H 1.612704 0.340472 3.125065 0.70 -0.43 -1.43
H -3.735260 1.911686 -0.730600 -0.69 0.37 0.29
H 1.974832 0.697199 -0.046737 -0.16 -0.02 0.05
O 2.015067 0.130121 2.239646 0.02 0.62 2.35
H -3.094381 1.231078 0.610734 -0.31 0.02 -1.01
O -1.909092 0.736759 1.855194 -0.35 0.59 -0.10
H -0.606896 -2.375881 -1.653560 0.25 0.14 -0.30
H -1.107100 0.106061 -2.109859 0.74 0.48 -0.25
O 0.248453 1.401131 -2.432912 0.14 -0.73 0.39
O 0.217039 -0.217844 0.327891 -0.44 0.64 0.28
O 2.723198 1.241697 -0.296249 0.62 0.39 -0.45
H -0.057327 1.890182 -3.176890 -0.16 0.45 -1.22
O 1.539903 -3.062001 2.075531 0.09 -1.41 1.01
H -1.797654 2.204262 -0.466291 -0.39 -0.92 0.25
H 0.000766 -1.056818 -0.087640 0.15 -0.79 -0.41
O -3.187572 1.217652 -0.379552 -0.20 -0.06 1.07
O -0.403853 -2.611544 -0.740606 -0.34 -0.15 -0.29
H -1.795273 -0.079375 2.322164 -0.04 -0.89 0.51
H -1.304258 -2.600096 -0.400043 -0.09 -0.19 0.39
H -1.585268 1.411819 2.453421 0.23 0.33 0.07
H -1.401832 3.535860 -0.881685 0.10 1.23 -0.41
O 2.955851 -1.687863 -0.255733 0.76 -0.72 1.14
H -0.205038 1.851898 -1.707692 0.42 0.24 0.61
H 3.880711 -1.911957 -0.445760 -0.55 0.18 -0.09
O -1.035399 2.781103 -0.446349 0.57 0.13 0.32
H -0.638649 0.096040 0.659944 0.40 0.31 -0.22
```
Positions in Å, forces in eV/Å.

Results
* HOMO: -0.350 hartree
* SMILES: O.O.O.O.O.O.O.O.O.O.O
* Kohn-Sham gap: 0.341 Ha
* multiplicity: 1
* LUMO energy: -0.24 eV

Atomic partial charges in e from the Mulliken method, atoms 1 to 5: 0.337 0.299 0.399 0.268 0.353